(1)
Molecular formula: C26H76BrN3NbO12S9
Method: DFT, ωB97M-V/def2-TZVPD

```
128
Properties=species:S:1:pos:R:3:lowdin_charge:R:1
C -8.2774 -0.7166 1.6214 -0.08
C -8.0603 -1.3863 0.2579 -0.29
O -7.3931 -0.5069 -0.6030 -0.17
C -6.4116 -1.0866 -1.4425 -0.35
C -5.2992 -0.0705 -1.6917 -0.33
Nb -3.5154 -0.4669 -0.2681 1.56
O -4.7968 -0.7220 1.2856 -0.44
C -3.3479 1.8155 -0.0392 -0.35
C -2.8052 2.3031 1.2177 -0.93
O -1.6949 2.7834 1.3862 -0.07
Br -3.9524 2.1601 2.8129 0.62
C -1.6175 -0.8476 0.9360 -0.29
C -1.4549 -2.1645 1.7316 -0.76
N -2.1602 -2.0943 2.9830 0.08
N -0.0233 -2.3486 2.0787 0.06
N -1.8223 -3.3813 1.0055 0.05
H -7.8210 0.2533 1.6075 0.05
H -7.7906 -1.2790 2.4073 0.07
H -9.3306 -0.6153 1.8474 0.05
H -7.4951 -2.3019 0.4113 0.10
H -9.0344 -1.6645 -0.1460 0.10
H -6.8843 -1.3331 -2.3980 0.10
H -6.0044 -1.9962 -1.0145 0.05
H -5.6594 0.9358 -1.5267 0.02
H -4.9410 -0.1637 -2.7110 0.01
H -3.6671 -2.2144 -0.7586 -0.08
H -2.4122 -0.2973 -1.7158 -0.10
H -4.9748 -1.6651 1.3438 -0.02
H -4.3722 2.1653 -0.1278 0.03
H -2.8097 2.2397 -0.8741 0.04
H -1.3984 -0.0491 1.6451 0.04
H -0.7923 -0.8525 0.2313 -0.01
H -2.9582 -1.4795 2.9265 0.04
H -2.4164 -3.0210 3.2842 0.06
H 0.2229 -1.6480 2.7579 0.06
H 0.5410 -2.2389 1.2471 0.04
H -1.5524 -3.3082 0.0372 0.05
H -2.8258 -3.4527 1.0313 0.02
C 3.2700 -0.0383 -2.1865 -0.28
S 1.9923 -0.2926 -0.9436 0.79
O 1.1151 -1.4003 -1.4276 -0.57
C 1.1213 1.2456 -1.2384 -0.26
H 3.8976 -0.9253 -2.1945 0.02
H 2.8060 0.0994 -3.1649 0.06
H 3.8818 0.8310 -1.9415 0.02
H 0.8011 1.2972 -2.2789 0.06
H 1.7803 2.0747 -1.0074 0.02
H 0.2458 1.2761 -0.5890 0.04
C -9.9945 4.1352 3.0542 -0.27
S -9.4313 2.6403 3.8731 0.81
O -8.5227 1.9663 2.9193 -0.53
C -11.0099 1.7788 3.8027 -0.28
H -9.1329 4.7902 2.9518 0.04
H -10.3803 3.8900 2.0652 0.05
H -10.7591 4.6288 3.6556 0.05
H -11.3337 1.6964 2.7651 0.06
H -11.7470 2.3243 4.3928 0.05
H -10.8652 0.7859 4.2229 0.05
C 4.6265 4.5292 -3.8333 -0.29
S 4.2643 4.1560 -2.1173 0.84
O 3.6301 2.8054 -2.1014 -0.56
C 2.9382 5.3530 -1.9288 -0.26
H 5.4039 3.8507 -4.1705 0.04
H 3.7352 4.3847 -4.4370 0.04
H 4.9784 5.5575 -3.9151 0.06
H 2.1584 5.1493 -2.6624 0.06
H 3.3386 6.3578 -2.0631 0.05
H 2.5331 5.2512 -0.9242 0.05
C 4.2218 -3.0807 0.8322 -0.25
S 5.5918 -1.9252 0.8039 0.82
O 5.5039 -1.1785 -0.4877 -0.57
C 6.8770 -3.1531 0.6135 -0.26
H 3.3017 -2.5030 0.9083 0.04
H 4.2143 -3.6635 -0.0897 0.07
H 4.3295 -3.7333 1.6991 0.02
H 6.6922 -3.7492 -0.2819 0.06
H 6.8030 -3.7625 1.5110 -0.01
H 7.8434 -2.6591 0.5363 0.05
C 6.4628 4.5265 -8.5741 -0.27
S 4.7829 4.0517 -8.1466 0.82
O 4.6284 4.2793 -6.6862 -0.55
C 5.0200 2.2866 -8.3731 -0.27
H 6.5455 5.6041 -8.4530 0.05
H 7.1645 4.0248 -7.9079 0.06
H 6.6612 4.2582 -9.6116 0.05
H 5.8195 1.9388 -7.7192 0.06
H 5.2621 2.0855 -9.4165 0.05
H 4.0890 1.7896 -8.1110 0.05
C -8.0298 5.7186 -2.1175 -0.27
S -8.2402 5.1492 -0.4266 0.81
O -9.6969 5.2092 -0.1295 -0.56
C -7.4879 6.5883 0.3445 -0.27
H -8.4754 4.9754 -2.7743 0.05
H -8.5327 6.6774 -2.2468 0.05
H -6.9663 5.8097 -2.3365 0.05
H -8.0277 7.4880 0.0472 0.05
H -6.4420 6.6513 0.0456 0.05
H -7.5502 6.4592 1.4224 0.04
C 7.0000 -6.6487 4.6260 -0.26
S 6.7959 -5.9613 2.9793 0.81
O 5.5659 -5.1289 2.9728 -0.57
C 6.3726 -7.5115 2.1765 -0.25
H 7.2198 -5.8280 5.3052 0.05
H 6.0781 -7.1446 4.9299 0.06
H 7.8308 -7.3537 4.6202 0.05
H 5.4849 -7.9383 2.6462 0.05
H 7.2170 -8.1972 2.2501 0.05
H 6.1641 -7.2973 1.1308 0.05
C 9.4329 2.3327 1.4360 -0.28
S 7.9894 1.2958 1.1516 0.80
O 8.1182 0.1324 2.0664 -0.56
C 8.4551 0.7281 -0.4842 -0.27
H 9.3496 2.7516 2.4362 0.04
H 10.3380 1.7292 1.3625 0.05
H 9.4493 3.1381 0.7014 0.05
H 9.4240 0.2288 -0.4347 0.06
H 8.4955 1.5796 -1.1640 0.05
H 7.6852 0.0297 -0.8139 0.03
C 1.2983 -5.4673 2.1894 -0.27
S 2.4571 -6.3942 3.2013 0.78
O 2.3985 -7.8221 2.7607 -0.58
C 1.5016 -6.2769 4.7204 -0.27
H 1.6789 -5.4572 1.1705 0.05
H 0.3224 -5.9506 2.2113 0.06
H 1.2171 -4.4426 2.5532 0.03
H 0.5122 -6.7073 4.5651 0.06
H 1.4204 -5.2302 5.0118 0.06
H 2.0289 -6.8334 5.4929 0.04
```

E_HOMO ... -4.2 eV
Total charge ... -1
2S+1 ... 1

(2)
Molecular formula: C11H21Cl2N2OP
Method: DFT, ωB97M-V/def2-TZVPD

```
38
Properties=species:S:1:pos:R:3:nbo_charge:R:1
O 0.4655 0.5755 -1.8848 -1.10
P 0.0696 0.2809 -0.5063 2.29
N 1.0853 0.6408 0.7825 -0.80
C 1.4136 2.0590 0.8417 -0.22
C 2.5739 2.4232 -0.0822 -0.42
C 3.7936 1.5661 0.2434 -0.40
C 3.4116 0.0918 0.1595 -0.42
C 2.2372 -0.1866 1.0946 -0.22
H 1.9578 -1.2383 1.0497 0.22
H 2.5241 0.0419 2.1289 0.19
H 4.2564 -0.5435 0.4309 0.21
H 3.1104 -0.1489 -0.8623 0.22
H 4.6040 1.7868 -0.4533 0.21
H 4.1445 1.7948 1.2536 0.19
H 2.8078 3.4838 0.0265 0.21
H 2.2659 2.2392 -1.1126 0.23
H 0.5203 2.6244 0.5629 0.22
H 1.6697 2.2968 1.8813 0.19
N -1.3238 1.0612 -0.0760 -0.82
C -2.2033 1.5832 -1.0996 -0.22
C -3.4755 0.7464 -1.2113 -0.41
C -4.1695 0.6852 0.1473 -0.40
C -3.2093 0.1321 1.1979 -0.41
C -1.9298 0.9678 1.2341 -0.22
H -1.2005 0.5353 1.9196 0.23
H -2.1721 1.9829 1.5745 0.18
H -3.6757 0.1448 2.1840 0.21
H -2.9607 -0.9024 0.9554 0.20
H -5.0609 0.0583 0.0881 0.21
H -4.4843 1.6909 0.4357 0.19
H -4.1372 1.1848 -1.9595 0.21
H -3.2132 -0.2629 -1.5379 0.19
H -1.6528 1.5896 -2.0415 0.24
H -2.4690 2.6159 -0.8401 0.18
C -0.2475 -1.5691 -0.3591 -0.61
Cl -0.5193 -2.1573 1.2803 -0.01
Cl 1.0768 -2.4450 -1.1352 0.00
H -1.1488 -1.7872 -0.9421 0.25
```

E_HOMO ... -9.1 eV
2S+1 ... 1
Structure (SMILES) ... O=P(C(Cl)Cl)(N1CCCCC1)N1CCCCC1

(3)
Molecular formula: C4H6INO
Method: DFT, ωB97M-V/def2-TZVPD

```
13
Properties=species:S:1:pos:R:3:nbo_charge:R:1
C 2.5466 -0.3764 0.1133 -0.65
C -0.8569 0.5023 -0.2334 0.24
C 1.4651 0.0734 -0.3607 0.43
C -1.1805 -0.7144 0.7440 -0.62
N 0.4102 0.3541 -0.8884 -0.46
O -1.9619 0.5484 -1.0143 -0.66
I -1.8158 1.9891 -2.4033 0.41
H 2.6862 -1.4515 0.1977 0.25
H 3.0546 0.3430 0.7764 0.24
H -0.7090 1.4853 0.2417 0.16
H -2.2021 -0.7568 0.6452 0.23
H -0.5343 -1.6000 0.4218 0.22
H -0.9023 -0.3966 1.7600 0.22
```

E_HOMO ... -8.9 eV
2S+1 ... 1

(4)
Molecular formula: C6H10BrNO4
Method: DFT, ωB97M-V/def2-TZVPD

```
22
Properties=species:S:1:pos:R:3:nbo_charge:R:1
C -1.2431 0.0118 1.6273 -0.40
C -1.3540 -1.4883 0.9693 -0.51
C -1.0917 0.9861 0.3961 -0.42
C -0.0250 -1.7196 0.2468 0.43
C 0.3241 1.5574 0.1099 0.06
C 1.3347 0.5021 -0.3061 0.03
N 1.5972 0.1416 -1.5535 0.34
O 0.8357 0.3321 -2.5421 -0.51
O 2.6105 -0.7157 -1.8066 -0.53
O 0.1063 -2.2824 -0.8005 -0.53
O 0.0664 2.3596 -1.0453 -0.74
Br 2.5845 0.2289 1.0259 0.12
H -2.1082 0.2031 2.1652 0.22
H -0.2380 -0.0211 2.1589 0.20
H -1.7658 -2.2262 1.6169 0.24
H -2.0586 -1.3852 0.2165 0.21
H -1.4507 0.5552 -0.5054 0.21
H -1.7428 1.8637 0.5582 0.23
H 0.8761 -1.4910 0.8315 0.11
H 0.7196 2.1240 0.8747 0.21
H 2.3548 -1.4342 -2.3825 0.51
H -0.3324 1.8980 -1.8551 0.51
```

E_HOMO (alpha / beta) ... -9.1 / -9.1 eV
2S+1 ... 1
Structure (SMILES) ... O=CCCC[C@H](O)/C(Br)=[N+](\[O-])O

(5)
Molecular formula: C18H21N6O3PdS2
Method: DFT, ωB97M-V/def2-TZVPD

```
51
Properties=species:S:1:pos:R:3:nbo_charge:R:1
Pd 0.0239 0.0040 0.2270 1.03
N -1.4227 -1.3103 1.7009 -0.65
N -1.0994 -1.2477 3.0668 -0.42
C 0.0798 -0.7667 3.5094 0.32
N 0.3390 -0.8479 4.8091 -0.74
S 1.2311 -0.0896 2.4733 -0.05
H -2.4051 -1.0519 1.5718 0.40
H -1.2935 -2.2638 1.3370 0.39
H -1.7281 -1.6855 3.7343 0.40
H -0.2881 -1.2822 5.4687 0.42
H 1.1867 -0.4445 5.1740 0.44
O -0.4067 1.1890 -1.6206 -0.56
N -1.0129 2.3352 -1.6176 0.04
C -1.4589 2.8503 -2.7813 0.02
C -2.1110 4.0568 -2.8201 -0.22
C -2.2914 4.7857 -1.6405 -0.13
C -1.8334 4.2559 -0.4556 -0.22
C -1.2109 3.0057 -0.4445 -0.01
S -0.7261 2.2409 1.0112 0.09
H -1.2792 2.2328 -3.6475 0.25
H -2.4796 4.4342 -3.7606 0.26
H -2.7928 5.7400 -1.6568 0.25
H -1.9460 4.7843 0.4771 0.25
O -0.6233 -5.0728 -4.5681 -0.71
C -1.7337 -4.2908 -4.2515 -0.10
C -1.3904 -3.3478 -3.1391 0.07
C -2.3319 -2.3611 -2.7453 -0.22
C -1.9580 -1.4604 -1.7802 0.05
N -0.7638 -1.4759 -1.1985 -0.47
C 0.1814 -2.4067 -1.5587 0.17
C -0.1654 -3.3788 -2.5291 -0.21
C 1.4783 -2.2701 -1.0008 0.17
C 2.4272 -3.3195 -0.9145 -0.22
C 3.6962 -3.0763 -0.4660 0.07
C 4.6914 -4.1695 -0.2228 -0.10
O 4.1684 -5.4143 -0.5650 -0.71
C 4.0809 -1.7323 -0.1877 -0.21
C 3.1013 -0.7666 -0.2070 0.05
N 1.8389 -1.0324 -0.5070 -0.46
H -0.8263 -5.6489 -5.3125 0.50
H -2.5864 -4.9188 -3.9423 0.20
H -2.0804 -3.7028 -5.1181 0.20
H -3.3032 -2.3053 -3.2048 0.25
H -2.6441 -0.6797 -1.4655 0.22
H 0.5742 -4.0911 -2.8549 0.27
H 2.1144 -4.3218 -1.1562 0.26
H 4.9541 -4.1394 0.8495 0.20
H 5.6197 -3.9501 -0.7759 0.20
H 4.8085 -6.1072 -0.3629 0.50
H 5.0949 -1.4899 0.0820 0.25
H 3.3291 0.2561 0.0814 0.23
```

E_HOMO (alpha / beta) ... -13.9 / -13.9 eV
Total charge ... +2
⟨S²⟩ ... 0.925
2S+1 ... 2

(6)
Molecular formula: C19H31N5O3
Method: DFT, ωB97M-V/def2-TZVPD

```
58
Properties=species:S:1:pos:R:3:nbo_charge:R:1
N 6.0898 1.6543 -3.6503 -0.40
C 5.0612 1.7121 -4.1437 0.53
O 3.8567 1.7854 -4.5930 -0.50
C 2.9087 1.7037 -3.4637 0.08
C 2.3578 3.0870 -3.1017 -0.26
N 1.1025 3.4620 -3.8301 -0.50
C 0.6308 2.4325 -4.7801 -0.22
C 0.4465 1.1003 -4.0534 -0.35
C -0.3833 1.2737 -2.7528 0.71
O 0.2605 1.3512 -1.6763 -0.79
O -1.6001 1.3280 -2.8122 -0.71
C 1.8601 0.5881 -3.6742 -0.41
H 3.5103 1.4022 -2.6020 0.24
H 3.1355 3.8136 -3.3718 0.23
H 2.2031 3.2113 -2.0287 0.29
H 1.2937 4.3201 -4.3490 0.43
H 0.3936 3.7309 -3.1387 0.46
H 1.3108 2.3634 -5.6355 0.22
H -0.3251 2.7911 -5.1791 0.24
H -0.1008 0.4514 -4.7406 0.25
H 2.2121 -0.0020 -4.5376 0.22
H 1.8549 -0.1103 -2.8401 0.26
C -0.8129 2.3225 2.8803 -0.61
C 0.3075 1.3017 2.7239 -0.38
C 1.6886 1.8581 3.0782 -0.52
C 2.1047 2.9097 2.1619 0.32
N 2.4329 3.7372 1.4397 -0.37
H -0.6853 3.1636 2.1966 0.21
H -1.7754 1.8607 2.6608 0.22
H -0.8498 2.7107 3.9007 0.20
H 0.3070 0.9210 1.7001 0.23
H 0.0986 0.4541 3.3802 0.21
H 2.4213 1.0492 3.0423 0.25
H 1.6920 2.2387 4.1017 0.24
C -3.2686 -1.7447 2.9233 -0.61
C -2.3756 -1.8119 4.1566 -0.38
C -3.1148 -1.4547 5.4495 -0.51
C -3.5629 -0.0616 5.4700 0.29
N -3.9144 1.0314 5.4814 -0.34
H -3.6364 -0.7312 2.7503 0.21
H -2.7122 -2.0496 2.0403 0.22
H -4.1299 -2.4093 3.0268 0.20
H -1.5179 -1.1530 4.0172 0.21
H -1.9831 -2.8245 4.2492 0.22
H -2.4495 -1.6199 6.2994 0.25
H -3.9719 -2.1168 5.5881 0.24
C -0.7052 -5.6697 -0.4446 -0.61
C -1.2522 -4.3147 -0.8804 -0.38
C -0.3726 -3.1414 -0.4404 -0.52
C -0.3224 -2.9994 1.0133 0.31
N -0.2922 -2.8821 2.1551 -0.36
H -0.6700 -5.7549 0.6429 0.21
H -1.3413 -6.4722 -0.8191 0.22
H 0.3025 -5.8290 -0.8339 0.20
H -2.2642 -4.1899 -0.4898 0.21
H -1.3284 -4.2993 -1.9693 0.21
H -0.7654 -2.2152 -0.8673 0.27
H 0.6398 -3.2636 -0.8306 0.24
```

E_HOMO ... -8.4 eV
2S+1 ... 1
Structure (SMILES) ... N#CO[C@H]1C[NH2+]C[C@H](C(=O)[O-])C1.CCCC#N.CCCC#N.CCCC#N

(7)
Molecular formula: C4H9O2Si
Method: DFT, ωB97M-V/def2-TZVPD

```
16
Properties=species:S:1:pos:R:3:nbo_charge:R:1
C 3.4873 -0.0085 -0.2224 1.03
C -1.8623 -1.3148 -0.0900 -1.12
C -0.9878 1.1674 1.3614 -1.13
C 0.5172 0.1184 -0.9684 -1.08
O 3.6446 -0.9957 -0.7933 -0.53
O 3.5528 0.9768 0.3558 -0.52
Si -0.3395 -0.4589 0.6271 0.59
H -1.3276 -1.9906 -0.8628 0.21
H -2.4016 -2.0604 0.5323 0.21
H -2.5094 -0.6596 -0.6803 0.19
H -1.5454 1.8694 0.5821 0.17
H -1.7382 0.8238 2.0329 0.21
H -0.4171 1.7903 2.1384 0.21
H 1.5523 0.0256 -1.0019 0.17
H 0.0370 -0.4444 -1.8776 0.20
H 0.3377 1.1610 -1.1332 0.20
```

E_HOMO ... -1.3 eV
Total charge ... -1
2S+1 ... 1

(8)
Molecular formula: CH3F2NO2S
Method: DFT, ωB97M-V/def2-TZVPD

```
10
Properties=species:S:1:pos:R:3:nbo_charge:R:1
C 0.3569 -1.2286 1.6988 0.79
N -0.3313 1.0064 -1.3701 -1.03
O -0.6119 2.4577 -3.4024 -0.54
O 0.1791 0.0516 1.3828 -0.71
F 1.4215 -1.7712 1.0365 -0.36
F -0.6966 -2.0077 1.3564 -0.35
S -0.1568 2.3763 -2.0279 1.18
H 0.5428 -1.3195 2.7810 0.12
H 0.0283 0.2084 0.4222 0.51
H -0.7320 0.2268 -1.8774 0.40
```

E_HOMO (alpha / beta) ... -8.2 / -11.6 eV
⟨S²⟩ ... 2.013
2S+1 ... 3

no.,E_tot (eV),strongest force on any atom (eV/Å)
1,-226335.11405,3.3
2,-51111.59650,1.4
3,-15880.29771,4.1
4,-86101.13788,6.2
5,-59223.48457,4.1
6,-33796.06905,2.1
7,-16266.33551,3.3
8,-22936.81778,4.7